[1]
{"formula": "C5H12O2", "method": "ωB97M-V/def2-TZVPD", "symbols": ["C", "C", "C", "C", "C", "H", "H", "H", "H", "H", "H", "H", "H", "H", "H", "O", "H", "H", "O"], "positions_angstrom": [[-2.9916, 1.3974, 0.9565], [-1.9629, 2.1980, 1.2121], [-0.7579, 2.2450, 0.3737], [0.4548, 2.2422, 0.9665], [1.7565, 2.3137, 0.2630], [-4.0574, 1.4957, 1.2538], [-2.7281, 0.4692, 0.3926], [-1.9285, 2.8886, 2.0429], [-0.7595, 2.2106, -0.7122], [0.4008, 2.1248, 2.0909], [2.2803, 3.1255, 0.7773], [2.3893, 1.3953, 0.1879], [1.6875, 2.6839, -0.7898], [0.9597, -1.6664, -4.2846], [0.6935, -2.5709, -3.2064], [0.8164, -2.6157, -4.1652], [0.7474, -7.1584, 0.5116], [1.8730, -6.1364, 0.9034], [1.1267, -6.6421, 1.2262]], "atomic_forces_ev_per_a": [[-0.5, -1.3, -0.5], [-0.4, 0.3, -0.3], [2.0, -0.8, 1.0], [-1.7, -0.8, 0.5], [0.9, 0.7, -0.9], [1.2, -0.1, 0.5], [-0.7, 1.1, -0.3], [-0.6, 0.5, -0.1], [-0.5, 0.1, 0.1], [0.6, 0.4, -1.3], [0.6, -0.4, -0.1], [-0.6, 0.6, 0.6], [-0.4, -0.4, 0.7], [0.1, -0.1, -0.8], [-0.1, -0.8, 0.0], [0.0, 0.9, 0.8], [0.3, 0.1, -0.2], [0.0, -0.1, -0.4], [-0.3, 0.0, 0.6]], "lowdin_charge": [-0.016, -0.221, -0.143, -0.184, -0.126, 0.061, 0.070, 0.095, 0.107, 0.125, 0.068, 0.084, 0.082, 0.034, 0.033, -0.067, 0.031, 0.027, -0.058], "gap_ha": 0.336, "charge": 0, "de_lowest_kj_mol": 267.1, "smiles": "C=C/C=C/C.O.O"}

[2]
{"formula": "C7H16", "method": "ωB97M-V/def2-TZVPD", "symbols": ["C", "C", "C", "C", "C", "C", "C", "H", "H", "H", "H", "H", "H", "H", "H", "H", "H", "H", "H", "H", "H", "H", "H"], "positions_angstrom": [[-1.9429, -1.3540, 1.2346], [-0.9208, -0.2368, 1.4387], [-0.5648, 0.5192, 0.1465], [0.1815, 1.8249, 0.4628], [0.0220, -0.3877, -0.9212], [2.1097, -0.7998, -0.2184], [0.3178, 0.2786, -2.2411], [-2.8954, -0.9468, 0.8756], [-2.1424, -1.8918, 2.1689], [-1.5817, -2.0675, 0.4897], [-1.3053, 0.4815, 2.1752], [0.0001, -0.6512, 1.8724], [-1.5223, 0.8054, -0.3311], [-0.4302, 2.4768, 1.0963], [1.1116, 1.6155, 1.0038], [0.4359, 2.3891, -0.4408], [0.8977, -1.1753, -0.5446], [2.6741, -1.5415, -0.7980], [2.4679, 0.2010, -0.4402], [2.1832, -1.0186, 0.8507], [0.8996, -0.3770, -2.8944], [-0.6550, 0.4304, -2.7315], [0.8089, 1.2643, -2.2042]], "atomic_forces_ev_per_a": [[0.0, 0.0, 0.0], [0.0, 0.0, 0.0], [0.1, -0.2, 0.0], [0.1, 0.0, 0.0], [0.2, 0.4, 0.1], [0.2, 0.3, 0.1], [0.1, -0.1, 0.1], [0.1, 0.0, 0.0], [0.1, 0.1, -0.2], [-0.1, 0.1, 0.1], [0.1, -0.1, -0.1], [-0.1, 0.1, -0.1], [0.2, -0.1, 0.0], [0.1, -0.1, -0.1], [-0.1, 0.0, -0.1], [0.0, -0.1, 0.1], [-0.3, -0.3, -0.1], [-0.3, 0.2, 0.0], [-0.1, 0.0, 0.0], [-0.2, 0.1, -0.2], [-0.1, 0.1, 0.1], [0.1, 0.0, 0.1], [0.0, -0.2, 0.0]], "lowdin_charge": [-0.113, -0.248, -0.423, -0.077, -0.143, -0.006, -0.143, 0.073, 0.068, 0.064, 0.107, 0.103, 0.147, 0.076, 0.075, 0.065, 0.016, 0.053, 0.039, 0.044, 0.074, 0.086, 0.064], "gap_ha": 0.309, "charge": 0, "de_lowest_kj_mol": 402.9}

[3]
{"formula": "C22H31N3O6S", "method": "ωB97M-V/def2-TZVPD", "symbols": ["C", "H", "H", "H", "C", "N", "C", "C", "C", "O", "C", "C", "C", "C", "C", "C", "H", "H", "S", "O", "O", "N", "C", "H", "C", "H", "O", "C", "H", "C", "H", "H", "H", "H", "H", "H", "C", "O", "N", "C", "C", "C", "O", "C", "C", "H", "H", "H", "C", "H", "H", "H", "H", "H", "H", "H", "H", "H", "H", "H", "H", "H", "H"], "positions_angstrom": [[-1.6968, -4.1937, 2.3432], [-2.5014, -3.5149, 2.6157], [-0.7632, -3.7905, 2.7272], [-1.8816, -5.1561, 2.8120], [-1.6403, -4.3566, 0.8262], [-1.4060, -3.0862, 0.1641], [-2.4757, -2.3461, -0.1939], [-2.4284, -1.1385, -0.8155], [-1.1497, -0.5652, -1.1812], [-0.9869, 0.4655, -1.8284], [0.0015, -1.3330, -0.6725], [1.2743, -0.7817, -0.8296], [2.3750, -1.4079, -0.3056], [2.2449, -2.6200, 0.3586], [1.0042, -3.1991, 0.5018], [-0.1443, -2.5629, 0.0019], [0.9310, -4.1380, 1.0249], [3.1295, -3.0813, 0.7678], [3.9760, -0.6176, -0.4368], [4.4633, -0.7075, -1.7800], [4.8087, -1.1165, 0.6237], [3.5141, 0.9695, -0.1718], [4.3085, 2.0079, -0.7941], [4.5007, 1.7027, -1.8219], [3.5024, 3.3070, -0.7318], [4.0869, 4.1453, -1.1127], [3.1714, 3.6319, 0.6006], [2.4213, 2.6076, 1.2069], [2.2212, 2.9370, 2.2276], [3.1905, 1.2826, 1.2014], [2.5755, 0.4749, 1.6013], [4.1023, 1.3723, 1.8086], [1.4714, 2.4694, 0.6683], [2.5845, 3.1937, -1.3266], [5.2646, 2.1413, -0.2672], [1.3686, 0.1570, -1.3522], [-3.7395, -0.4364, -0.9957], [-4.7692, -0.9085, -0.5347], [-3.6718, 0.7078, -1.6892], [-4.7649, 1.6422, -1.7316], [-4.4489, 2.9105, -0.9346], [-4.1669, 2.6285, 0.5401], [-2.8799, 2.0651, 0.6690], [-2.4220, 1.9190, 2.0018], [-1.7631, 3.2053, 2.5083], [-2.4668, 4.0340, 2.4880], [-1.4178, 3.0712, 3.5296], [-0.9157, 3.4552, 1.8748], [-1.4276, 0.7598, 2.0179], [-0.9927, 0.6494, 3.0075], [-1.9316, -0.1629, 1.7426], [-0.6366, 0.9500, 1.2972], [-3.2766, 1.6681, 2.6518], [-4.9208, 1.9358, 0.9462], [-4.2294, 3.5704, 1.1051], [-5.2955, 3.5942, -1.0085], [-3.5683, 3.3946, -1.3601], [-5.6386, 1.1348, -1.3133], [-4.9729, 1.9103, -2.7734], [-2.7419, 1.0507, -1.9193], [-3.4515, -2.7514, 0.0426], [-2.5942, -4.7482, 0.4660], [-0.8605, -5.0638, 0.5380]], "atomic_forces_ev_per_a": [[0.0, -0.1, -0.2], [-0.1, 0.1, 0.0], [0.1, 0.0, 0.1], [0.0, -0.1, 0.1], [-0.1, -0.3, 0.5], [-0.2, 0.1, -0.2], [-0.2, 0.3, -0.3], [0.0, 0.0, 0.1], [-0.1, -0.3, 0.1], [0.1, 0.1, 0.0], [0.2, -0.1, 0.1], [-0.2, -0.1, -0.1], [0.4, 0.4, 0.0], [0.0, -0.1, 0.1], [0.0, -0.1, 0.0], [0.5, 0.5, -0.2], [0.0, -0.1, 0.1], [0.0, -0.1, 0.1], [-0.3, 0.2, 0.1], [-0.1, 0.2, -0.2], [-0.3, 0.0, 0.1], [0.2, -1.0, -0.3], [0.2, 0.4, -0.3], [0.1, 0.2, 0.0], [0.2, -0.2, -0.2], [0.0, -0.1, -0.1], [0.1, 0.2, 0.1], [0.0, -0.4, 0.1], [0.0, -0.1, -0.1], [-0.2, 0.3, 0.5], [-0.1, 0.1, 0.2], [-0.1, 0.0, 0.0], [0.0, 0.0, 0.1], [0.1, 0.0, 0.0], [-0.1, 0.0, -0.1], [-0.1, 0.1, 0.0], [0.3, -0.1, -0.2], [-0.3, -0.1, 0.2], [0.1, 0.1, -0.2], [-0.3, 0.2, 0.0], [0.0, -0.4, 0.3], [-0.2, 0.3, -0.1], [0.2, -0.1, -0.1], [0.3, 0.0, 0.3], [-0.3, -0.3, -0.2], [0.0, 0.1, 0.0], [0.0, 0.0, 0.1], [0.1, 0.0, -0.1], [-0.4, 0.3, 0.0], [0.1, 0.0, 0.1], [0.0, -0.1, 0.0], [0.2, 0.0, -0.1], [0.1, 0.0, -0.1], [0.1, 0.1, 0.0], [0.0, -0.1, 0.0], [0.0, 0.1, 0.0], [0.0, 0.2, 0.0], [0.1, 0.1, -0.1], [-0.1, -0.1, 0.1], [0.0, -0.2, 0.1], [0.0, 0.0, 0.0], [0.2, 0.0, -0.1], [-0.1, 0.1, -0.1]], "lowdin_charge": [-0.058, 0.080, 0.072, 0.078, -0.188, -0.035, 0.024, -0.035, -0.322, 0.050, -0.044, 0.022, -0.259, -0.030, 0.011, -0.121, 0.106, 0.120, 0.679, -0.273, -0.282, -0.257, -0.163, 0.121, -0.179, 0.130, -0.124, -0.187, 0.130, -0.170, 0.123, 0.135, 0.121, 0.131, 0.138, 0.129, -0.458, 0.037, 0.087, -0.172, -0.141, -0.212, -0.135, -0.440, -0.036, 0.069, 0.079, 0.076, -0.025, 0.083, 0.071, 0.072, 0.145, 0.133, 0.117, 0.113, 0.119, 0.119, 0.119, 0.112, 0.147, 0.126, 0.118], "gap_ha": 0.317, "charge": 0, "de_lowest_kj_mol": 174.5, "smiles": "CCn1cc(C(=O)NCCCOC(C)C)c(=O)c2cc(S(=O)(=O)N3CCOCC3)ccc21"}